# 1
ORCA calculation (ωB97M-V/def2-TZVPD) on a molecular structure, C12H15N3O12P2V.

Element x y z (Å)
V -0.610 0.565 -0.048
O 0.102 1.931 1.503
C -0.740 1.712 2.623
C -0.673 0.240 3.051
N -0.563 -0.667 1.884
C 0.576 -1.575 2.070
C 1.958 -0.888 2.332
O 2.849 -1.666 2.689
O 2.039 0.364 2.172
C -1.808 -1.422 1.699
C -2.936 -0.501 1.190
O -4.103 -0.907 1.292
O -2.557 0.589 0.671
H 0.939 1.380 1.676
H -1.750 1.989 2.332
H -0.425 2.344 3.465
H -1.551 -0.009 3.657
H 0.213 0.111 3.670
H 0.679 -2.200 1.180
H 0.406 -2.246 2.922
H -2.124 -1.931 2.619
H -1.661 -2.175 0.925
O -0.318 0.923 -3.326
P -1.455 1.819 -2.583
O -1.944 2.894 -3.465
O -0.900 2.204 -1.226
O -2.657 0.727 -2.307
P -2.308 -0.853 -2.180
O -3.697 -1.440 -1.646
O -2.004 -1.406 -3.524
O -1.206 -1.032 -1.146
H -0.731 0.131 -3.748
H -3.967 -1.083 -0.776
N 4.017 -2.869 -2.799
C 3.519 -1.916 -2.388
C 2.967 -0.698 -1.896
C 3.682 0.495 -2.063
C 3.107 1.655 -1.578
C 1.887 1.602 -0.936
N 1.193 0.456 -0.767
C 1.734 -0.665 -1.259
H 4.645 0.488 -2.553
H 3.609 2.606 -1.689
H 1.419 2.496 -0.552
H 1.146 -1.569 -1.166

Forces on atoms 1 to 3 (eV/Å):
-1.12 0.52 1.76
0.20 -0.03 -0.07
0.04 -0.03 0.16

Computed properties:
**Total charge**: -2
**Highest occupied orbital energy (alpha / beta)**: -1.1 / -3.8 eV
**Multiplicity**: 4
**Kohn-Sham gap (alpha / beta)**: 0.217 / 0.318 hartree

In elementary charge units, the Mulliken charges are:
1. V 1.23
2. O -0.54
3. C -0.67
4. C -1.12
5. N 1.00
6. C -0.88
7. C 0.45
8. O -0.80
9. O -0.74
10. C -0.83
11. C 0.36
12. O -0.84
13. O -0.70
14. H 0.43
15. H 0.42
16. H 0.41
17. H 0.43
18. H 0.60
19. H 0.29
20. H 0.36
21. H 0.46
22. H 0.25
23. O -0.48
24. P 0.64
25. O -0.91
26. O -0.46
27. O -0.23
28. P 0.47
29. O -0.61
30. O -0.86
31. O -0.08
32. H 0.33
33. H 0.40
34. N -0.63
35. C -0.10
36. C -0.06
37. C -0.26
38. C -1.16
39. C -0.11
40. N 0.89
41. C -0.29
42. H 0.48
43. H 0.39
44. H 0.51
45. H 0.53


# 2
ORCA calculation (ωB97M-V/def2-TZVPD) on 2 unconnected molecules or ions with the total composition C2H4ClNO2.

Element x y z (Å)
C -1.510 -0.545 0.798
C -0.483 -0.252 -0.406
N 1.527 0.705 -0.067
O -1.263 -0.960 1.875
O -2.636 -0.350 0.234
Cl -0.074 -1.655 -1.211
H -0.685 0.494 -1.177
H 1.962 0.528 0.856
H 1.101 1.645 -0.056
H 2.060 0.389 -0.846

Forces on atoms 1 to 3 (eV/Å):
-2.95 1.08 -1.73
-1.09 0.15 0.06
-1.80 0.24 2.12

Computed properties:
**Total charge**: 0
**Highest occupied orbital energy (alpha / beta)**: -9.7 / -9.7 eV
**Kohn-Sham gap (alpha / beta)**: 0.315 / 0.315 hartree
**Relative energy (zero: lowest compared OMol25 entry of this formula, charge and spin)**: 60.4 kcal per mole

In elementary charge units, the natural (NBO) charges are:
1. C 0.72
2. C -0.06
3. N -0.96
4. O -0.61
5. O -0.62
6. Cl 0.11
7. H 0.21
8. H 0.41
9. H 0.40
10. H 0.40


# 3
ORCA calculation (ωB97M-V/def2-TZVPD) on CH2Br2ClOP in the gas phase.

Element x y z (Å)
C 0.326 0.446 -0.233
O 1.969 -0.307 2.010
P 2.146 -0.016 0.601
Cl 0.598 0.326 -1.922
Br 3.492 1.739 0.118
Br 3.082 -1.817 -0.441
H -0.048 1.295 0.086
H -0.323 -0.474 0.108

Forces on atoms 1 to 3 (eV/Å):
2.98 -7.53 0.21
0.17 0.03 0.78
-1.39 0.57 -1.11

Computed properties:
**Total charge**: 0
**Highest occupied orbital energy**: -10.5 eV
**SMILES**: O=P(Br)(Br)CCl
**Kohn-Sham gap**: 0.348 hartree
**Relative energy (zero: lowest compared OMol25 entry of this formula, charge and spin)**: 8.2 kcal per mole

In elementary charge units, the natural (NBO) charges are:
1. C -0.62
2. O -1.05
3. P 1.55
4. Cl 0.01
5. Br -0.18
6. Br -0.17
7. H 0.21
8. H 0.25


# 4
ORCA calculation (ωB97M-V/def2-TZVPD) on a molecular structure, C3H3N5O.

Element x y z (Å)
C 1.113 0.265 -0.075
C 1.149 1.761 -0.198
C -0.136 -0.345 -0.054
H 0.956 -0.493 1.881
H 1.987 0.117 -0.886
H -2.844 -1.096 -1.226
N 1.678 2.874 -0.280
N -1.031 -0.176 0.996
N -2.143 -0.735 0.614
N -1.857 -1.227 -0.689
N -0.740 -0.870 -1.182
O 1.867 -0.074 1.099

Forces on atoms 1 to 3 (eV/Å):
6.82 2.15 -0.26
3.63 7.25 -0.14
-4.56 -0.96 -2.70

Computed properties:
**Total charge**: 0
**Highest occupied orbital energy**: -11.0 eV
**Kohn-Sham gap**: 0.388 hartree
**Relative energy (zero: lowest compared OMol25 entry of this formula, charge and spin)**: 92.3 kcal per mole

In elementary charge units, the natural (NBO) charges are:
1. C -0.07
2. C 0.23
3. C 0.19
4. H 0.48
5. H 0.28
6. H 0.43
7. N -0.28
8. N -0.23
9. N -0.02
10. N -0.19
11. N -0.16
12. O -0.66


# 5
ORCA calculation (ωB97M-V/def2-TZVPD) on a molecular structure, C15H45KO20P5.

Element x y z (Å)
K 0.736 0.858 0.204
C 2.756 -2.319 2.917
O 2.768 -1.202 3.822
P 1.442 -0.324 4.068
O 0.997 0.481 2.907
O 1.850 0.525 5.326
C 3.001 1.381 5.242
O 0.469 -1.441 4.636
C -0.914 -1.184 4.836
H 3.270 -2.005 2.010
H 1.736 -2.649 2.746
H 3.354 -3.139 3.310
H 3.731 1.014 5.960
H 2.714 2.388 5.541
H 3.424 1.428 4.240
H -1.367 -0.556 4.073
H -1.001 -0.716 5.828
H -1.525 -2.064 5.050
C -0.690 0.955 -4.985
O 0.188 -0.207 -5.021
P 1.157 -0.418 -3.750
O 0.902 0.313 -2.502
O 2.605 -0.082 -4.344
C 3.707 -0.163 -3.425
O 1.184 -2.006 -3.651
C 1.427 -2.756 -4.842
H -0.586 1.410 -5.970
H -0.537 1.692 -4.205
H -1.692 0.527 -4.988
H 3.603 0.517 -2.577
H 4.553 0.111 -4.052
H 3.769 -1.161 -2.982
H 0.854 -2.466 -5.717
H 1.321 -3.812 -4.605
H 2.489 -2.681 -5.104
C -4.156 2.372 1.805
O -4.447 1.622 0.626
P -3.428 0.468 0.225
O -2.048 0.967 0.037
O -3.513 -0.649 1.383
C -4.671 -0.838 2.196
O -4.000 -0.277 -1.056
C -3.246 -1.352 -1.572
H -3.263 2.088 2.367
H -4.953 2.292 2.548
H -4.072 3.406 1.479
H -5.230 -1.708 1.866
H -5.273 0.069 2.263
H -4.377 -0.935 3.245
H -2.272 -1.461 -1.084
H -3.003 -1.332 -2.635
H -3.728 -2.321 -1.418
C 2.689 -4.290 -1.343
O 1.823 -4.325 -0.230
P 0.597 -3.334 -0.034
O 0.961 -1.948 0.301
O -0.315 -3.613 -1.293
C -0.741 -4.947 -1.656
O -0.155 -4.017 1.207
C -1.413 -3.625 1.722
H 3.715 -4.309 -0.960
H 2.584 -3.432 -2.001
H 2.671 -5.233 -1.896
H -1.769 -4.868 -2.005
H -0.655 -5.566 -0.766
H -0.162 -5.260 -2.522
H -1.335 -3.408 2.786
H -2.154 -4.401 1.547
H -1.826 -2.699 1.310
C 0.949 4.473 -2.707
O 1.312 5.398 -1.682
P 0.928 5.143 -0.141
O 1.171 3.762 0.299
O 1.672 6.351 0.554
C 2.079 6.313 1.935
O -0.640 5.554 0.006
C -1.631 4.685 -0.541
H 1.881 4.303 -3.247
H 0.184 4.851 -3.383
H 0.627 3.509 -2.306
H 3.165 6.391 1.986
H 1.910 5.303 2.318
H 1.560 7.119 2.440
H -2.065 5.130 -1.440
H -2.415 4.629 0.216
H -1.212 3.699 -0.745

Forces on atoms 1 to 3 (eV/Å):
-0.19 -0.01 0.12
0.40 0.19 -0.18
-0.75 0.43 0.43

Computed properties:
**Total charge**: +1
**Highest occupied orbital energy**: -12.6 eV
**Kohn-Sham gap**: 0.402 hartree
**Relative energy (zero: lowest compared OMol25 entry of this formula, charge and spin)**: 24.7 kcal per mole

In elementary charge units, the Mulliken charges are:
1. K 1.12
2. C -0.28
3. O -0.39
4. P 0.49
5. O -0.18
6. O -0.38
7. C -0.66
8. O -0.28
9. C -0.79
10. H 0.19
11. H 0.01
12. H 0.32
13. H 0.27
14. H 0.27
15. H 0.30
16. H 0.28
17. H 0.36
18. H 0.28
19. C -0.59
20. O -0.39
21. P -0.17
22. O 0.32
23. O -0.37
24. C -0.54
25. O 0.34
26. C -0.89
27. H 0.29
28. H 0.18
29. H 0.26
30. H 0.20
31. H 0.29
32. H 0.20
33. H 0.34
34. H 0.23
35. H 0.32
36. C -0.74
37. O -0.37
38. P -0.04
39. O 0.35
40. O 0.24
41. C -0.87
42. O -0.43
43. C -0.51
44. H 0.29
45. H 0.34
46. H 0.24
47. H 0.27
48. H 0.37
49. H 0.21
50. H 0.03
51. H 0.33
52. H 0.30
53. C -0.63
54. O -0.42
55. P 0.18
56. O 0.37
57. O 0.09
58. C -0.80
59. O -0.44
60. C -0.55
61. H 0.35
62. H 0.08
63. H 0.31
64. H 0.25
65. H 0.38
66. H 0.21
67. H 0.21
68. H 0.33
69. H 0.13
70. C -0.40
71. O -0.36
72. P 0.59
73. O -0.27
74. O -0.35
75. C -0.57
76. O -0.34
77. C -0.15
78. H 0.37
79. H 0.31
80. H -0.02
81. H 0.25
82. H 0.23
83. H 0.27
84. H 0.29
85. H 0.06
86. H 0.05


# 6
ORCA calculation (ωB97M-V/def2-TZVPD) on C5H13N3 in the gas phase.

Element x y z (Å)
C 0.930 0.740 -1.481
C 0.269 0.413 -0.140
N 0.496 1.510 0.823
N 0.735 -2.133 -0.302
C 0.779 -0.943 0.481
H 0.226 2.385 0.372
H 1.486 1.564 1.057
H 1.189 -2.063 -1.205
H 0.917 -2.926 0.307
H 1.767 -0.817 0.932
H 0.466 1.625 -1.932
H 2.001 0.938 -1.354
H 0.829 -0.079 -2.203
N -0.256 -1.199 1.573
C -1.261 0.189 -0.292
C -2.277 0.932 0.217
H -1.050 -1.757 1.261
H -0.329 -0.355 2.147
H -1.507 -0.454 -1.138
H -3.270 0.874 -0.218
H -2.140 1.555 1.095

Forces on atoms 1 to 3 (eV/Å):
-0.21 -0.17 -0.32
-0.58 -0.83 0.04
0.05 -0.57 -0.05

Computed properties:
**Total charge**: 0
**Highest occupied orbital energy**: -8.3 eV
**SMILES**: C=C[C@@](C)(N)C(N)N
**Kohn-Sham gap**: 0.342 hartree
**Relative energy (zero: lowest compared OMol25 entry of this formula, charge and spin)**: 36.3 kcal per mole

In elementary charge units, the natural (NBO) charges are:
1. C -0.63
2. C 0.05
3. N -0.85
4. N -0.87
5. C 0.12
6. H 0.37
7. H 0.36
8. H 0.37
9. H 0.39
10. H 0.15
11. H 0.22
12. H 0.21
13. H 0.20
14. N -0.89
15. C -0.15
16. C -0.43
17. H 0.39
18. H 0.39
19. H 0.20
20. H 0.20
21. H 0.20


# 7
ORCA calculation (ωB97M-V/def2-TZVPD) on a molecular structure, C16H48BCaF4O8.

Element x y z (Å)
Ca 7.413 -10.205 -22.580
B 8.584 -12.362 -21.166
F 8.110 -12.972 -20.035
F 7.539 -12.421 -22.023
F 8.923 -11.033 -20.933
F 9.650 -12.977 -21.688
C 7.808 -13.384 -17.170
C 7.745 -13.892 -15.789
O 6.390 -13.909 -15.406
H 7.329 -12.417 -17.323
H 7.334 -14.109 -17.831
H 8.851 -13.283 -17.472
H 8.283 -13.228 -15.111
H 8.110 -14.919 -15.777
H 6.290 -14.550 -14.699
C 7.083 -17.315 -20.408
C 7.482 -15.851 -20.254
O 8.270 -15.491 -21.397
H 6.557 -17.456 -21.353
H 6.407 -17.729 -19.660
H 7.989 -17.921 -20.406
H 8.065 -15.711 -19.344
H 6.632 -15.183 -20.114
H 8.629 -14.622 -21.204
C 10.075 -8.809 -18.511
C 8.795 -9.328 -17.866
O 7.684 -8.646 -18.380
H 10.929 -9.395 -18.172
H 10.234 -7.767 -18.234
H 10.047 -8.981 -19.587
H 8.887 -9.242 -16.783
H 8.735 -10.402 -18.045
H 6.927 -8.828 -17.818
C 5.380 -7.251 -20.543
C 6.787 -7.203 -21.067
O 7.355 -8.512 -20.958
H 4.868 -6.305 -20.719
H 5.283 -7.471 -19.480
H 4.842 -7.962 -21.169
H 7.306 -6.559 -20.358
H 6.763 -6.765 -22.065
H 7.620 -8.618 -20.042
C 11.835 -10.035 -22.128
C 10.876 -9.963 -23.343
O 9.699 -9.262 -23.029
H 12.761 -10.530 -22.421
H 11.318 -10.597 -21.350
H 12.164 -9.057 -21.776
H 10.665 -10.994 -23.627
H 11.288 -9.449 -24.211
H 10.028 -8.363 -22.966
C 12.438 -15.127 -24.879
C 11.335 -14.595 -23.871
O 11.892 -13.547 -23.037
H 12.522 -14.504 -25.769
H 12.128 -16.148 -25.101
H 13.435 -15.230 -24.450
H 10.871 -15.394 -23.293
H 10.561 -14.114 -24.470
H 11.247 -13.118 -22.469
C 5.010 -12.169 -19.362
C 5.511 -10.780 -19.937
O 5.428 -10.788 -21.333
H 5.102 -12.131 -18.277
H 5.537 -13.045 -19.742
H 3.944 -12.302 -19.549
H 6.550 -10.642 -19.637
H 4.933 -9.912 -19.619
H 4.493 -10.916 -21.513
C 8.013 -13.494 -25.061
C 7.141 -12.234 -25.006
O 7.963 -11.162 -24.571
H 8.885 -13.352 -25.699
H 7.525 -14.373 -25.481
H 8.451 -13.812 -24.115
H 6.252 -12.344 -24.384
H 6.828 -11.881 -25.989
H 8.556 -11.074 -25.321

Forces on atoms 1 to 3 (eV/Å):
-0.25 1.13 -0.22
-0.26 -0.33 1.77
0.36 -0.23 1.37

Computed properties:
**Total charge**: 0
**Highest occupied orbital energy (alpha / beta)**: -2.9 / -9.7 eV
**Multiplicity**: 2
**Kohn-Sham gap (alpha / beta)**: 0.118 / 0.366 hartree

In elementary charge units, the Mulliken charges are:
1. Ca 0.75
2. B -0.82
3. F -0.07
4. F -0.38
5. F 0.15
6. F 0.11
7. C -0.30
8. C -0.56
9. O -0.53
10. H -0.04
11. H 0.03
12. H 0.39
13. H 0.29
14. H 0.35
15. H 0.30
16. C -1.52
17. C 0.52
18. O -0.52
19. H 0.33
20. H 0.42
21. H 0.32
22. H 0.15
23. H -0.04
24. H 0.22
25. C -1.09
26. C 0.15
27. O -0.55
28. H 0.39
29. H 0.37
30. H -0.01
31. H 0.55
32. H -0.18
33. H 0.26
34. C -1.15
35. C -0.58
36. O 0.43
37. H 0.48
38. H 0.19
39. H 0.10
40. H 0.17
41. H 0.46
42. H -0.15
43. C -0.99
44. C -0.20
45. O -0.18
46. H 0.39
47. H 0.04
48. H 0.38
49. H -0.06
50. H 0.54
51. H 0.18
52. C -1.26
53. C 0.75
54. O -0.63
55. H 0.31
56. H 0.36
57. H 0.33
58. H 0.22
59. H -0.47
60. H 0.43
61. C -1.26
62. C 0.48
63. O 0.19
64. H 0.38
65. H 0.11
66. H 0.54
67. H -0.43
68. H 0.51
69. H 0.04
70. C -0.86
71. C -0.49
72. O -0.42
73. H 0.40
74. H 0.40
75. H 0.01
76. H 0.25
77. H 0.37
78. H 0.23


# 8
ORCA calculation (ωB97M-V/def2-TZVPD) on a molecular structure, C5H6Br3NO.

Element x y z (Å)
C 0.393 1.034 -0.636
C 1.700 -0.426 -0.609
C 0.655 0.147 0.313
C 0.350 -0.055 1.747
C -2.521 -0.536 -0.481
N 1.337 0.562 -1.610
O -2.518 0.094 -1.472
Br -0.666 2.610 -0.336
Br -3.340 0.198 1.030
Br -1.901 -2.324 -0.329
H 2.684 -0.260 -0.394
H 1.696 -1.512 -0.918
H 1.201 0.144 2.312
H -0.145 -0.965 1.979
H -0.229 0.894 2.071
H 1.306 0.396 -2.668

Forces on atoms 1 to 3 (eV/Å):
-0.58 0.55 -0.45
-1.44 -2.69 -1.22
0.62 -1.05 0.29

Computed properties:
**Total charge**: 0
**Highest occupied orbital energy**: -8.3 eV
**Kohn-Sham gap**: 0.306 hartree
**Relative energy (zero: lowest compared OMol25 entry of this formula, charge and spin)**: 26.3 kcal per mole

In elementary charge units, the natural (NBO) charges are:
1. C 0.11
2. C -0.22
3. C -0.13
4. C -0.65
5. C 0.32
6. N -0.65
7. O -0.49
8. Br 0.05
9. Br 0.09
10. Br 0.07
11. H 0.20
12. H 0.19
13. H 0.23
14. H 0.23
15. H 0.23
16. H 0.41